Record 1
88
Properties=species:S:1:pos:R:3:lowdin_charge:R:1 method="wB97M-V/def2-TZVPD" homo_ev=-9.3385 energy_ha=-1847.52654 gap_ha=0.361 spin_multiplicity=1 smiles=COCCOC.COCCOC.COCCOC.OCCO.OCCO.OCCO.OCCO max_force_ha_per_bohr=0.04835
C 3.56118 -0.88814 -2.81148 -0.220
C 3.68936 -2.26188 -2.07508 -0.214
O 2.41965 -2.74198 -1.61799 -0.078
O 3.27839 0.11753 -1.86060 -0.084
H 2.82137 -0.92664 -3.61105 0.111
H 4.55347 -0.64686 -3.19258 0.114
H 4.38189 -2.15656 -1.23997 0.091
H 4.10570 -3.06731 -2.68007 0.113
H 1.90677 -2.03319 -1.22284 0.034
H 2.36549 0.05810 -1.56961 0.030
C -3.10267 3.86534 2.03318 -0.241
C -1.87388 3.96816 2.99757 -0.165
O -0.75929 3.28400 2.38985 -0.092
O -3.78136 2.64928 2.09445 -0.056
H -2.83724 4.03460 0.98962 0.107
H -3.82557 4.66350 2.20188 0.114
H -2.07425 3.44471 3.93243 0.122
H -1.66089 5.02393 3.16509 0.115
H 0.01534 3.22610 2.95396 0.103
H -4.30306 2.49710 1.30307 0.096
C -2.32020 -2.04561 4.96282 -0.220
C -2.43535 -0.60310 4.46164 -0.271
O -1.19967 -0.06312 4.12419 -0.069
O -1.61748 -2.76402 3.94514 -0.081
H -3.27589 -2.53057 5.16173 0.115
H -1.70960 -2.07459 5.86527 0.112
H -2.87096 0.01815 5.24418 0.109
H -3.11178 -0.52486 3.61050 0.117
H -1.13121 0.11754 3.18383 0.038
H -0.67587 -2.58254 3.99030 0.079
C -0.45607 0.85996 0.35743 -0.208
C -0.26409 -0.52823 -0.16073 -0.212
O 0.50600 -0.52373 -1.33117 -0.087
O -1.39294 0.75028 1.43914 -0.086
H -0.96696 1.46635 -0.39049 0.103
H 0.48265 1.36832 0.57763 0.123
H -1.25485 -0.89190 -0.43315 0.118
H 0.14471 -1.13223 0.64932 0.135
H -0.03237 -0.89842 -2.03215 0.047
H -1.55010 1.63087 1.78763 0.035
C -1.02479 1.77142 -3.39106 -0.081
O -1.93170 2.89863 -3.36051 -0.208
C -1.56145 4.14335 -4.03775 -0.168
C -0.43585 4.90316 -3.39548 -0.214
O -0.71810 5.44286 -2.08784 -0.160
C -0.51002 4.43971 -1.07383 -0.104
H -0.08171 2.04855 -2.92002 0.078
H -0.86168 1.41751 -4.40902 0.092
H -1.47203 0.98838 -2.77875 0.054
H -2.38248 4.83500 -3.84899 0.125
H -1.49237 3.98902 -5.11456 0.123
H -0.19222 5.73554 -4.05572 0.127
H 0.45653 4.28269 -3.31314 0.110
H -0.50474 4.89888 -0.08528 0.076
H 0.45556 3.94227 -1.16492 0.091
H -1.33201 3.73587 -0.94318 0.066
C 3.12984 -0.52058 1.47734 -0.094
O 3.31886 -1.80327 2.09487 -0.171
C 4.63931 -2.41251 1.89819 -0.205
C 4.72664 -3.90162 2.09442 -0.164
O 4.35379 -4.39080 3.43371 -0.164
C 5.20478 -3.83243 4.41738 -0.132
H 3.93619 0.21135 1.52378 0.090
H 2.35679 -0.04902 2.08409 0.084
H 2.86138 -0.61378 0.42504 0.056
H 5.30054 -1.78405 2.49477 0.114
H 5.08170 -2.22201 0.92037 0.106
H 5.71734 -4.25030 1.80280 0.120
H 4.14726 -4.32894 1.27599 0.126
H 6.26342 -3.91383 4.17091 0.085
H 5.10983 -4.24008 5.42381 0.085
H 4.97450 -2.77666 4.56028 0.079
C -4.25965 -1.84049 -0.32263 -0.114
O -3.31531 -2.22706 -1.31665 -0.180
C -3.29642 -1.27624 -2.42419 -0.172
C -2.38253 -1.52918 -3.61685 -0.205
O -1.07182 -1.72805 -3.15646 -0.208
C -0.35630 -2.59386 -4.08370 -0.047
H -4.23099 -2.64925 0.40757 0.092
H -5.29831 -1.87384 -0.65149 0.080
H -4.12048 -0.89588 0.20317 0.082
H -3.05415 -0.28325 -2.04554 0.109
H -4.32594 -1.32408 -2.77900 0.125
H -2.55372 -0.71459 -4.32058 0.128
H -2.66049 -2.48353 -4.06413 0.123
H -0.75761 -3.59009 -4.26963 0.096
H 0.69530 -2.67800 -3.80952 0.078
H -0.29306 -2.11528 -5.06098 0.089

Record 2
138
Properties=species:S:1:pos:R:3:lowdin_charge:R:1 method="wB97M-V/def2-TZVPD" homo_ev=-0.9419 energy_ha=-4649.83138 gap_ha=0.167 total_charge=-2 spin_multiplicity=1 max_force_ha_per_bohr=0.03623
Cs -0.17757 -0.34627 -1.36312 1.182
N -0.50869 -2.65644 2.58521 0.141
C -0.00187 -3.88947 2.27612 -0.264
C -0.51496 -5.06950 2.76907 -0.048
C 0.11101 -6.30060 2.48603 -0.115
C 1.24582 -6.37188 1.73076 -0.076
C 1.78917 -5.17738 1.18924 -0.171
C 2.95044 -5.14890 0.37156 -0.035
C 3.39353 -3.96960 -0.13800 -0.038
C 2.66274 -2.78541 0.14940 -0.146
N 1.58866 -2.77796 0.88621 0.131
C 1.15823 -3.94951 1.43075 -0.160
H -1.49230 -2.59853 2.79225 0.085
H -0.14723 -1.89044 2.03348 0.062
H -1.39677 -5.04279 3.39707 0.101
H -0.32600 -7.20558 2.89375 0.091
H 1.73158 -7.31781 1.52494 0.095
H 3.45965 -6.08093 0.14619 0.109
H 4.24626 -3.91145 -0.80015 0.110
H 2.97571 -1.83863 -0.27534 0.090
N -2.67134 -2.59836 -3.08738 0.103
C -1.83821 -2.10728 -4.07831 -0.351
C -1.11191 -2.94185 -4.93180 -0.057
C -0.26261 -2.41520 -5.88881 -0.103
C -0.12635 -1.04296 -6.04352 -0.113
C -0.85635 -0.20442 -5.21037 -0.106
C -1.70006 -0.72087 -4.24264 -0.124
H -2.48288 -3.56278 -2.85433 0.072
H -2.70993 -1.98466 -2.23494 0.031
H -1.17528 -4.01535 -4.79716 0.098
H 0.33262 -3.08970 -6.49203 0.097
H 0.56247 -0.63470 -6.77142 0.089
H -0.74883 0.87210 -5.29534 0.086
H -2.23952 -0.06031 -3.57287 0.057
C -0.06224 4.40258 -4.47756 -0.189
C -1.48399 3.96065 -4.17947 -0.463
As -1.63683 2.75532 -2.62686 1.177
C -1.47206 4.06495 -1.16541 -0.435
C -2.48364 5.19772 -1.13350 -0.176
C -3.59311 2.56474 -2.72573 -0.450
C -4.16069 1.88475 -1.49246 -0.166
H -0.02816 5.11614 -5.30637 0.059
H 0.57322 3.55730 -4.74236 0.047
H 0.39906 4.88510 -3.61308 0.059
H -1.90395 3.40688 -5.02535 0.056
H -2.13612 4.82198 -4.00843 0.048
H -0.44904 4.45185 -1.25809 0.055
H -1.47381 3.51119 -0.22044 0.027
H -2.44699 5.81417 -2.03582 0.051
H -2.30062 5.84336 -0.27181 0.069
H -3.50180 4.82167 -1.03031 0.050
H -3.77795 1.96803 -3.62609 0.057
H -4.02794 3.55670 -2.89436 0.054
H -3.67249 0.92291 -1.31989 0.034
H -5.23629 1.71573 -1.59510 0.071
H -4.00670 2.49300 -0.59926 0.054
C -3.41154 -0.53946 1.31229 -0.064
C -3.53502 -1.33788 0.01478 -0.637
C -3.52652 -2.84163 0.30509 -0.075
O -2.50936 -0.98863 -0.84572 -0.679
H -4.25420 -0.68850 1.99691 0.072
H -3.32262 0.52626 1.10489 0.066
H -2.49593 -0.81866 1.83960 0.044
H -4.53987 -1.10974 -0.41356 0.119
H -2.53358 -3.13675 0.65379 0.058
H -3.74266 -3.41832 -0.59538 0.055
H -4.26279 -3.12906 1.06352 0.065
C -2.64906 4.71758 6.63634 -0.086
C -2.82887 4.50996 5.15050 -0.333
C -3.98002 4.97639 4.52756 -0.090
C -4.12112 4.73586 3.15015 -0.322
C -5.36350 5.19720 2.42646 -0.077
C -3.14324 4.07906 2.45575 -0.024
C -1.91208 3.59991 3.03516 -0.312
C -1.83525 3.84413 4.45104 -0.024
N -1.07514 3.02606 2.19739 0.055
C 0.20459 2.44006 2.53310 -0.626
C 1.09913 2.69291 1.31084 -0.063
C 0.02906 0.92296 2.68822 -0.054
C 0.98800 2.95414 3.76040 -0.061
H -3.46464 5.31384 7.05047 0.056
H -1.71076 5.23258 6.85883 0.065
H -2.62630 3.76521 7.17300 0.067
H -4.75220 5.49116 5.08798 0.078
H -6.06624 5.67543 3.11199 0.056
H -5.87975 4.36188 1.94861 0.069
H -5.12304 5.91604 1.63960 0.064
H -3.27419 3.88841 1.39631 0.081
H -0.97649 3.52111 5.02294 0.062
H 0.57885 2.37231 0.40780 0.037
H 2.05126 2.15862 1.37147 0.058
H 1.29273 3.76263 1.20183 0.083
H -0.40746 0.51531 1.77450 0.042
H -0.65283 0.70016 3.51111 0.085
H 0.97900 0.41034 2.86208 0.056
H 1.05663 4.04406 3.77088 0.085
H 2.00316 2.54988 3.70937 0.040
H 0.56330 2.61933 4.70565 0.057
C 4.86746 0.86956 5.40477 -0.102
C 4.69948 1.37321 3.97628 -0.233
C 4.06871 0.38157 3.10539 -0.222
N 3.57460 -0.38362 2.41100 0.197
H 5.32458 1.64455 6.01913 0.069
H 5.49897 -0.01768 5.43822 0.074
H 3.90210 0.61164 5.83635 0.080
H 5.65956 1.64428 3.53174 0.114
H 4.07519 2.26880 3.95230 0.096
C 0.87674 -4.86501 -2.73570 -0.051
C 1.81078 -3.78782 -3.21824 -0.314
C 2.76937 -4.06417 -4.20373 -0.076
C 3.62436 -3.04230 -4.59624 -0.319
C 4.66720 -3.31982 -5.65374 -0.079
C 3.55784 -1.77051 -4.04607 -0.014
C 2.60818 -1.43245 -3.02434 -0.326
C 1.74511 -2.53976 -2.66110 -0.119
N 2.38297 -0.29188 -2.37546 -0.135
C 3.18582 0.92553 -2.36106 -0.641
C 2.19746 2.10765 -2.42220 -0.088
C 4.22251 1.15424 -3.47098 -0.074
C 3.92356 0.97297 -1.01674 -0.065
H 0.50018 -5.46410 -3.56860 0.067
H 0.02095 -4.43573 -2.21212 0.072
H 1.37648 -5.54703 -2.04082 0.066
H 2.83283 -5.04664 -4.65917 0.090
H 4.48756 -4.28095 -6.13878 0.059
H 5.67336 -3.34772 -5.22565 0.068
H 4.66710 -2.54718 -6.42621 0.067
H 4.23086 -1.02841 -4.43928 0.064
H 1.02031 -2.36292 -1.87599 -0.036
H 1.67598 2.09197 -3.37936 0.059
H 2.71739 3.06262 -2.30486 0.081
H 1.44295 2.04686 -1.63418 0.002
H 3.76856 1.09069 -4.46063 0.079
H 5.04255 0.44045 -3.41855 0.065
H 4.64960 2.15670 -3.35980 0.071
H 3.22169 0.84181 -0.19385 0.047
H 4.45757 1.91761 -0.86964 0.074
H 4.64879 0.15800 -0.96306 0.077

Record 3
15
Properties=species:S:1:pos:R:3:lowdin_charge:R:1 method="wB97M-V/def2-TZVPD" homo_ev=-10.0703 energy_ha=-345.69360 gap_ha=0.404 spin_multiplicity=1 smiles=C#CCOCCO max_force_ha_per_bohr=0.01762
O 1.30952 -1.68108 -1.83473 -0.052
C 1.17917 -1.86190 -0.44421 -0.249
C 0.99627 -0.54171 0.26373 -0.223
O -0.22239 0.00832 -0.19005 -0.135
C -0.40047 1.27712 0.38924 -0.255
C -1.77850 1.72455 0.31112 -0.099
C -2.91472 2.10431 0.39637 0.119
H 0.48062 -1.28044 -2.12951 0.088
H 2.09051 -2.34834 -0.08376 0.125
H 0.31826 -2.50287 -0.20110 0.126
H 1.82346 0.14626 0.02759 0.133
H 0.95351 -0.67394 1.35713 0.130
H 0.32887 1.98820 -0.03362 0.137
H -0.26785 1.25716 1.47948 0.130
H -3.89625 2.38436 0.69232 0.027